# 1
C36H37NOP2Tc | wB97M-V/def2-TZVPD

Summary:
HOMO level (spin up / spin down), eV: -13.3 / -13.3
HOMO-LUMO gap (spin up / spin down), Ha: 0.1717 / 0.1874
Charge: +2
Energy relative to the best compared isomer or geometry (same formula, charge and spin), eV: 6.766
Multiplicity: 4

Each line ends with the Mulliken charge.
Element x y z (Å)
1 Tc 0.266 0.364 0.901  -0.755
2 C 1.904 -2.868 4.350  -0.391
3 C 2.111 -3.173 3.087  -0.081
4 C 1.425 -4.104 2.101  -0.958
5 C 0.036 -3.724 1.635  -1.015
6 C -0.664 -2.276 1.853  1.084
7 C -1.114 -2.045 3.040  -0.335
8 C -0.731 -2.898 4.322  -1.352
9 C 0.621 -3.205 5.091  -0.698
10 C -1.223 1.173 1.745  -0.863
11 H 2.566 -2.137 4.871  0.432
12 H 2.865 -2.534 2.620  0.186
13 H 1.442 -5.150 2.424  0.318
14 H 2.139 -4.149 1.259  0.320
15 H 0.077 -3.901 0.538  0.532
16 H -0.647 -4.487 2.077  0.493
17 H -1.528 -2.430 1.191  -0.206
18 H -1.785 -1.211 3.307  0.494
19 H -1.086 -3.911 4.014  0.309
20 H -1.355 -2.499 5.146  0.458
21 H 0.634 -2.568 6.006  0.326
22 H 0.658 -4.269 5.405  0.365
23 H -1.351 2.177 1.430  0.441
24 H -2.088 1.137 2.438  0.396
25 H -1.537 0.456 0.859  -0.189
26 P 1.120 1.116 -1.253  1.498
27 P -1.446 0.688 -1.302  0.660
28 C 0.767 -0.462 -2.139  -0.484
29 C -0.585 -0.629 -2.226  -0.781
30 C 2.088 2.008 -2.651  0.558
31 C 2.587 1.418 -3.824  -0.154
32 C 3.425 2.135 -4.699  -0.722
33 C 3.730 3.478 -4.459  -0.454
34 C 3.152 4.095 -3.345  -0.780
35 C 2.330 3.374 -2.473  -0.233
36 C 2.459 0.824 -0.139  0.449
37 C 2.190 1.073 1.211  0.285
38 C 3.275 0.929 2.145  -0.438
39 C 4.472 0.341 1.744  -0.687
40 C 4.675 -0.009 0.381  -0.720
41 C 3.662 0.236 -0.541  -1.071
42 C -2.232 1.685 -2.721  0.940
43 C -1.394 2.423 -3.582  0.016
44 C -1.918 3.192 -4.626  -0.805
45 C -3.290 3.238 -4.873  -0.563
46 C -4.122 2.466 -4.073  -0.774
47 C -3.601 1.684 -3.036  -0.529
48 C -3.016 -0.029 -0.667  0.868
49 C -3.853 0.859 0.049  0.162
50 C -4.828 0.348 0.909  -0.794
51 C -5.026 -1.050 0.967  -0.545
52 C -4.324 -1.903 0.100  -0.557
53 C -3.332 -1.385 -0.739  -0.869
54 H 1.558 -1.153 -2.470  0.676
55 H -1.165 -1.420 -2.707  0.740
56 H 2.387 0.369 -4.040  0.452
57 H 3.876 1.640 -5.566  0.426
58 H 4.357 4.045 -5.149  0.433
59 H 3.376 5.143 -3.142  0.428
60 H 1.912 3.852 -1.592  0.427
61 H 1.281 1.726 1.502  0.420
62 H 3.179 1.254 3.186  0.596
63 H 5.283 0.151 2.488  0.424
64 H 5.659 -0.415 0.092  0.451
65 H 3.843 -0.007 -1.586  0.442
66 H -0.319 2.429 -3.383  -0.060
67 H -1.249 3.766 -5.266  0.431
68 H -3.689 3.814 -5.706  0.406
69 H -5.192 2.462 -4.260  0.424
70 H -4.298 1.112 -2.430  0.322
71 H -3.671 1.946 0.006  0.500
72 H -5.398 1.029 1.567  0.418
73 H -5.738 -1.465 1.699  0.417
74 H -4.532 -2.985 0.115  0.424
75 H -2.766 -2.038 -1.407  0.236
76 O 0.779 0.659 5.186  -0.569
77 C 0.911 0.283 4.072  0.426
78 N 1.018 -0.108 2.941  -0.080

# 2
C19H19N4O3ReSe2 | wB97M-V/def2-TZVPD

Summary:
HOMO level (spin up / spin down), eV: -17.7 / -17.7
HOMO-LUMO gap (spin up / spin down), Ha: 0.2518 / 0.2273
Charge: +3
Energy relative to the best compared isomer or geometry (same formula, charge and spin), eV: 0.649
Multiplicity: 4

Each line ends with the Mulliken charge.
Element x y z (Å)
1 Re -0.214 -0.388 0.256  1.537
2 Se 2.091 -2.451 -2.094  0.115
3 Se 0.076 -3.361 -1.415  0.072
4 C -1.002 -1.970 -2.182  0.107
5 C -1.679 -2.188 -3.363  -0.605
6 C -2.249 -1.116 -4.039  -0.295
7 C -2.090 0.167 -3.530  -0.856
8 C -1.449 0.331 -2.326  0.019
9 N -0.953 -0.728 -1.634  0.104
10 C 2.631 -1.702 -0.416  0.532
11 C 3.989 -1.698 -0.136  -0.786
12 C 4.449 -1.155 1.051  -0.273
13 C 3.532 -0.666 1.981  -1.021
14 C 2.206 -0.730 1.648  0.253
15 N 1.744 -1.201 0.464  0.021
16 H -1.710 -3.188 -3.774  0.497
17 H -2.769 -1.276 -4.975  0.469
18 H -2.459 1.036 -4.057  0.497
19 H -1.313 1.310 -1.894  0.445
20 H 4.680 -2.133 -0.847  0.443
21 H 5.510 -1.132 1.263  0.462
22 H 3.840 -0.258 2.932  0.471
23 H 1.458 -0.366 2.356  0.381
24 O 0.612 3.486 0.666  -0.429
25 C 0.043 2.467 0.511  0.286
26 O 0.679 1.296 0.121  -0.567
27 C -1.421 2.237 0.737  0.661
28 C -2.302 3.246 1.039  -0.726
29 C -3.652 2.927 1.161  -0.338
30 C -4.064 1.613 0.966  -0.852
31 C -3.125 0.644 0.677  -0.198
32 N -1.816 0.952 0.571  0.200
33 H -1.928 4.255 1.160  0.579
34 H -4.376 3.697 1.396  0.492
35 H -5.108 1.339 1.034  0.472
36 H -3.400 -0.390 0.514  0.606
37 C -2.518 -3.424 4.173  -0.799
38 N -2.010 -3.294 2.783  0.097
39 C -1.875 -4.501 1.947  -0.795
40 C -1.649 -2.138 2.343  0.060
41 O -1.164 -1.972 1.155  -0.833
42 H -2.993 -4.394 4.274  0.287
43 H -3.254 -2.650 4.373  0.355
44 H -1.693 -3.358 4.878  0.360
45 H -2.516 -5.275 2.355  0.362
46 H -0.841 -4.845 1.957  0.317
47 H -2.180 -4.274 0.930  0.258
48 H -1.783 -1.291 3.018  0.555

# 3
C2H5IN2 | wB97M-V/def2-TZVPD

Summary:
HOMO level, eV: -9.1
HOMO-LUMO gap, Ha: 0.3522
Energy relative to the best compared isomer or geometry (same formula, charge and spin), eV: 0.415

Each line ends with the Mulliken charge.
Element x y z (Å)
1 H 0.434 3.037 0.143  0.244
2 N 0.244 2.131 -0.304  -0.434
3 N -0.074 1.282 0.511  -0.034
4 C -0.402 -0.173 -0.325  -0.216
5 C 0.477 -1.259 0.209  -1.122
6 I -2.482 -0.460 0.134  0.064
7 H -0.298 0.043 -1.383  0.470
8 H 0.439 -1.284 1.296  0.347
9 H 0.155 -2.226 -0.176  0.343
10 H 1.508 -1.091 -0.104  0.338

# 4
C25H23Cl3I2N7O3Pr | wB97M-V/def2-TZVPD

Summary:
HOMO level (spin up / spin down), eV: -7.9 / -7.9
HOMO-LUMO gap (spin up / spin down), Ha: 0.2777 / 0.2780
Multiplicity: 3

Each line ends with the Mulliken charge.
Element x y z (Å)
1 Pr -0.433 0.658 -0.075  0.319
2 C 0.631 1.650 -3.474  -0.697
3 C 1.511 0.448 -3.107  -1.094
4 N 0.731 -0.561 -2.377  0.199
5 C -0.176 -1.308 -3.270  -0.969
6 C -1.605 -1.370 -2.723  -0.424
7 N -2.009 -0.077 -2.176  0.197
8 C -2.313 0.949 -3.178  -0.871
9 C -1.645 2.262 -2.767  -0.847
10 N -0.258 2.011 -2.361  0.264
11 H 0.035 1.415 -4.357  0.356
12 H 1.285 2.483 -3.741  0.475
13 H 2.324 0.781 -2.468  0.348
14 H 1.955 0.031 -4.019  0.443
15 H 1.369 -1.213 -1.934  0.298
16 H 0.184 -2.325 -3.433  0.555
17 H -0.186 -0.814 -4.244  0.273
18 H -1.644 -2.107 -1.922  0.001
19 H -2.279 -1.709 -3.519  0.390
20 H -2.812 -0.212 -1.572  0.183
21 H -3.390 1.106 -3.276  0.454
22 H -1.943 0.628 -4.153  0.324
23 H -2.171 2.673 -1.902  0.282
24 H -1.718 2.986 -3.587  0.530
25 H 0.106 2.866 -1.948  0.196
26 Cl 5.867 1.512 4.076  -0.233
27 C 4.262 1.325 3.453  0.317
28 C 4.039 1.432 2.093  -0.872
29 C 2.748 1.266 1.636  0.924
30 Cl 2.390 1.337 -0.069  -0.089
31 C 1.637 0.990 2.453  -0.909
32 O 0.456 0.801 1.962  -0.069
33 C 1.936 0.911 3.832  0.439
34 Cl 0.624 0.591 4.909  -0.235
35 C 3.214 1.063 4.325  -0.587
36 H 4.857 1.639 1.418  0.487
37 H 3.397 0.980 5.387  0.456
38 I -4.912 -2.063 -0.430  0.000
39 C -3.102 -2.912 0.221  -0.306
40 C -2.975 -4.295 0.355  -0.467
41 C -1.802 -4.837 0.813  -0.174
42 I -1.693 -6.930 1.044  0.048
43 C -0.687 -4.017 1.086  0.652
44 C 0.549 -4.459 1.609  -0.733
45 C 1.573 -3.572 1.778  -1.199
46 C 1.403 -2.243 1.358  -0.369
47 N 0.267 -1.784 0.886  0.557
48 C -0.800 -2.625 0.832  0.643
49 C -2.064 -2.016 0.495  0.007
50 O -2.183 -0.732 0.432  -0.578
51 H -3.809 -4.939 0.114  0.352
52 H 0.668 -5.500 1.878  0.221
53 H 2.515 -3.882 2.208  0.433
54 H 2.233 -1.545 1.403  0.530
55 N -1.827 2.585 2.887  -0.309
56 C -1.237 2.850 1.707  0.712
57 O -1.698 2.304 0.642  -0.480
58 C -0.155 3.773 1.676  0.325
59 C 0.413 4.297 2.854  -0.231
60 N 0.888 4.693 3.829  -0.578
61 C 0.414 4.000 0.423  0.448
62 N 0.834 4.117 -0.648  -0.801
63 H -2.436 1.785 2.915  0.273
64 H -1.355 2.845 3.738  0.208

Number 1: energy -2286.493034 Eh. Number 2: energy -6060.354661 Eh. Number 3: energy -486.341905 Eh. Number 4: energy -4068.664275 Eh.